{"formula": "CH4FN2O", "method": "ωB97M-V/def2-TZVPD", "symbols": ["C", "N", "N", "O", "F", "H", "H", "H", "H"], "coordinates": [[0.0004, 0.7385, -0.3573], [0.9468, -0.0298, -0.7871], [-1.2318, 0.2191, 1.4195], [-2.2851, 0.9732, 1.4178], [1.6376, -2.2778, -0.2646], [-0.2274, 1.6316, -0.8581], [1.7425, 0.5801, -1.2029], [1.0082, -1.1210, -0.4404], [-1.5913, -0.7139, 1.0730]], "e_above_lowest_kcal_mol": 82.85, "spin_multiplicity": 1, "charge": -1, "total_energy_ev": -8842.926, "lumo_ev": [4.3, 4.3], "e_homo_ha": [-0.118, -0.118]}